1.
A 8-piece molecular cluster, C28H76N4O14 overall in a non-equilibrium geometry, computed with ωB97M-V/def2-TZVPD.

```
122
C28H76N4O14 ωB97M-V/def2-TZVPD
C 2.60 -0.70 3.24
O 2.18 0.66 3.39
C 0.77 0.75 3.54
C 0.34 2.15 4.00
N 0.81 3.11 2.94
C 0.67 4.53 3.35
C 1.68 5.03 4.37
O 2.95 4.39 4.38
C 3.66 4.54 5.61
H 1.92 -1.35 2.69
H 2.72 -1.20 4.21
H 3.65 -0.68 2.97
H 0.43 0.17 4.40
H 0.19 0.45 2.67
H 0.76 2.41 4.97
H -0.75 2.11 4.07
H 1.79 2.89 2.85
H -0.36 4.79 3.60
H 0.85 5.05 2.41
H 1.27 4.80 5.35
H 1.85 6.11 4.42
H 3.00 4.36 6.45
H 4.02 5.56 5.80
H 4.55 3.91 5.56
C 2.69 -1.17 -0.39
O 3.43 -1.35 -1.57
C 3.12 -0.47 -2.67
C 3.38 -1.13 -4.00
N 2.61 -2.31 -4.18
C 1.18 -2.20 -4.26
C 0.45 -3.58 -4.27
O 0.55 -4.27 -3.05
C 1.65 -5.24 -3.05
H 3.03 -1.81 0.43
H 1.66 -1.50 -0.54
H 2.64 -0.13 -0.07
H 3.72 0.44 -2.73
H 2.10 -0.11 -2.61
H 4.44 -1.38 -3.99
H 3.16 -0.35 -4.72
H 2.78 -2.82 -3.33
H 0.93 -1.60 -5.13
H 0.73 -1.58 -3.49
H 0.64 -4.27 -5.09
H -0.60 -3.37 -4.47
H 1.70 -5.60 -2.02
H 2.61 -4.74 -3.20
H 1.46 -6.11 -3.67
C -1.35 4.99 -7.00
O -2.35 4.37 -6.18
C -2.51 4.90 -4.91
C -3.45 4.04 -3.95
N -2.98 2.70 -3.62
C -1.66 2.76 -2.88
C -0.50 2.29 -3.69
O -0.69 1.01 -4.39
C -1.32 -0.03 -3.65
H -0.42 5.21 -6.47
H -1.74 5.92 -7.42
H -1.10 4.37 -7.85
H -2.99 5.88 -4.95
H -1.53 4.94 -4.44
H -4.35 4.04 -4.56
H -3.69 4.62 -3.07
H -2.57 2.29 -4.46
H -1.88 2.20 -1.97
H -1.35 3.74 -2.52
H 0.32 2.24 -2.98
H -0.26 2.97 -4.52
H -0.94 -0.08 -2.62
H -1.28 -1.01 -4.12
H -2.41 0.03 -3.63
C -0.46 -3.58 -0.39
O -1.10 -3.69 0.91
C -0.25 -3.04 1.83
C -0.88 -3.15 3.26
N -0.07 -4.13 4.07
C -0.71 -4.37 5.33
C -0.14 -5.57 6.07
O -0.33 -6.81 5.36
C -1.58 -7.32 5.28
H -0.36 -2.57 -0.78
H -1.13 -4.05 -1.12
H 0.49 -4.11 -0.39
H -0.07 -1.97 1.66
H 0.69 -3.56 1.66
H -1.93 -3.42 3.19
H -0.86 -2.11 3.60
H -0.10 -5.02 3.58
H -1.75 -4.55 5.06
H -0.79 -3.58 6.07
H -0.56 -5.66 7.08
H 0.92 -5.40 6.25
H -2.08 -7.54 6.23
H -1.64 -8.28 4.76
H -2.32 -6.64 4.85
O -2.75 0.07 -0.24
C -3.72 -0.95 -0.15
C -3.85 -1.63 -1.44
O -4.66 -0.85 -2.30
H -3.16 0.70 -0.83
H -3.50 -1.63 0.67
H -4.72 -0.61 0.14
H -4.27 -2.60 -1.18
H -2.88 -1.89 -1.88
H -4.62 -1.18 -3.21
O 0.08 3.90 0.27
C 1.31 4.50 -0.09
C 2.48 3.49 -0.08
O 2.25 2.42 -1.02
H 0.15 3.39 1.08
H 1.23 4.98 -1.06
H 1.54 5.32 0.59
H 2.48 3.00 0.89
H 3.49 3.87 -0.15
H 1.95 1.65 -0.53
O -3.00 -0.04 2.78
H -3.70 0.54 3.08
H -2.79 0.28 1.90
O 0.00 0.41 -0.04
H -0.10 1.36 0.00
H -0.89 0.06 0.04
```

Results
total charge: 0
LUMO level: 0.46 eV
F_max: 2.73 eV Å⁻¹
orbital gap: 8.83 eV
spin multiplicity: 1
DFT total energy: -2384.4906 Eh
SMILES: COCCNCCOC.COCCNCCOC.COCCNCCOC.COCCNCCOC.OCCO.OCCO.O.O


2.
C23H32IIrNO2S2Si2 as an isolated structure in a non-equilibrium geometry, computed with ωB97M-V/def2-TZVPD.

```
64
C23H32IIrNO2S2Si2 ωB97M-V/def2-TZVPD
Ir 0.11 0.01 -0.54
C 0.60 -1.87 4.11
Si -0.15 -1.62 2.40
C -2.00 -1.63 2.70
C 0.55 -2.99 1.33
C 0.46 0.04 1.69
C 1.92 0.01 1.46
C 2.98 0.00 2.37
C 4.26 0.00 1.87
C 4.48 0.02 0.48
C 3.39 0.03 -0.36
N 2.15 0.02 0.16
Si -0.05 1.70 2.47
C 0.77 3.08 1.49
C 0.70 1.81 4.19
C -1.90 1.82 2.74
H 0.21 -2.79 4.55
H 0.35 -1.05 4.78
H 1.69 -1.95 4.07
H -2.38 -2.66 2.67
H -2.55 -1.04 1.98
H -2.21 -1.23 3.70
H 0.04 -3.94 1.50
H 1.61 -3.14 1.57
H 0.49 -2.77 0.27
H 2.79 -0.01 3.43
H 5.11 -0.01 2.54
H 5.48 0.03 0.07
H 3.46 0.04 -1.43
H 1.84 3.13 1.75
H 0.33 4.05 1.71
H 0.71 2.93 0.42
H 1.79 1.82 4.17
H 0.39 0.98 4.82
H 0.37 2.73 4.68
H -2.46 1.23 2.02
H -2.23 2.86 2.65
H -2.15 1.46 3.74
C -4.24 -1.66 -0.40
C -3.05 -0.73 -0.45
S -1.50 -1.52 -0.46
C -3.08 0.59 -0.47
C -4.32 1.45 -0.46
S -1.58 1.45 -0.49
H -3.91 -2.70 -0.42
H -4.89 -1.50 -1.25
H -4.82 -1.51 0.51
H -5.22 0.85 -0.51
H -4.31 2.14 -1.32
H -4.36 2.06 0.44
I 1.69 0.03 -9.51
C 1.34 0.01 -7.45
C 0.03 -0.04 -6.98
C -0.20 -0.05 -5.62
C 0.87 -0.01 -4.73
C 2.17 0.03 -5.21
C 2.41 0.04 -6.58
C 0.60 -0.01 -3.26
O -0.56 -0.03 -2.83
O 1.58 0.01 -2.44
H -0.80 -0.07 -7.68
H -1.20 -0.08 -5.22
H 2.99 0.06 -4.51
H 3.42 0.07 -6.95
```

Results
total charge: 0
LUMO level (spin up / spin down): -0.95 / -1.35 eV
F_max: 2.46 eV Å⁻¹
<S²>: 0.76
orbital gap (spin up / spin down): 6.23 / 6.56 eV
spin multiplicity: 2
DFT total energy: -2878.3142 Eh


3.
One molecule with the formula C3H3NO3 in a non-equilibrium geometry, computed with ωB97M-V/def2-TZVPD.

```
10
C3H3NO3 ωB97M-V/def2-TZVPD
O 0.47 1.97 -1.06
C 0.30 0.98 -0.24
C 0.24 0.71 1.07
C -0.53 -0.52 1.21
O -0.79 -1.20 0.09
N -0.13 -0.25 -0.97
O 0.69 -0.84 -1.78
H 0.63 1.25 2.00
H -1.05 -0.98 2.12
H 0.17 -1.14 -2.43
```

Results
total charge: 0
LUMO level: -0.07 eV
F_max: 8.17 eV Å⁻¹
orbital gap: 9.49 eV
spin multiplicity: 1
DFT total energy: -396.4097 Eh
SMILES: O=c1ccon1O


4.
C5H6LiO4Tl as an isolated structure in a non-equilibrium geometry, computed with ωB97M-V/def2-TZVPD.

```
17
C5H6LiO4Tl ωB97M-V/def2-TZVPD
O -3.50 1.61 0.12
C -2.56 1.50 0.95
O -2.48 2.12 2.04
O -1.78 0.37 0.69
C -0.38 0.61 0.56
C 0.35 -0.69 0.20
Li -1.44 -0.04 3.04
H -0.01 0.94 1.53
H -0.28 1.28 -0.29
H -0.22 -1.35 -0.44
H 0.76 -1.20 1.06
Tl -3.64 -0.40 -0.78
C 2.63 -0.62 -1.50
C 3.40 -1.63 -1.86
O 4.14 -2.48 -2.20
H 1.97 -0.18 -2.24
H 3.05 0.16 -0.88
```

Results
total charge: +1
LUMO level (spin up / spin down): -4.62 / -4.89 eV
F_max: 4.16 eV Å⁻¹
<S²>: 0.76
orbital gap (spin up / spin down): 7.14 / 7.35 eV
spin multiplicity: 2
DFT total energy: -674.7740 Eh


5.
One molecule with the formula C7H13NO in a non-equilibrium geometry, computed with ωB97M-V/def2-TZVPD.

```
22
C7H13NO ωB97M-V/def2-TZVPD
C 2.63 0.65 -0.89
C 1.27 0.63 -0.22
C 0.57 1.79 -0.20
N -0.68 1.96 0.32
C 0.88 -0.65 0.33
O 1.69 -1.53 0.54
C -0.69 -1.18 0.40
C -1.78 -0.80 1.40
C -1.24 -1.26 -1.02
H 2.58 0.22 -1.89
H 3.33 0.05 -0.30
H 3.02 1.66 -0.95
H 1.05 2.70 -0.55
H -0.91 2.89 0.63
H -0.92 1.12 0.91
H -0.46 -2.22 0.68
H -2.38 0.02 1.02
H -1.35 -0.51 2.36
H -2.45 -1.65 1.55
H -0.51 -1.70 -1.70
H -2.13 -1.90 -1.05
H -1.50 -0.27 -1.38
```

Results
total charge: 0
LUMO level: 0.72 eV
F_max: 2.62 eV Å⁻¹
orbital gap: 9.06 eV
spin multiplicity: 1
DFT total energy: -404.4806 Eh
SMILES: C/C(=C/N)C(=O)C(C)C


6.
C31H29N8NaOS2 as an isolated structure, computed with ωB97M-V/def2-TZVPD.

```
72
C31H29N8NaOS2 ωB97M-V/def2-TZVPD
Na 0.16 -1.82 -1.77
N 3.75 -1.22 1.07
C 2.58 -1.36 0.38
S 2.63 -0.87 -1.28
N 1.60 -1.83 1.12
N 0.49 -2.20 0.44
C -0.57 -2.44 1.12
C -0.68 -2.26 2.59
C 0.16 -2.94 3.47
C 0.01 -2.78 4.84
C -0.96 -1.93 5.35
C -1.79 -1.24 4.48
C -1.65 -1.41 3.11
C -1.76 -2.97 0.37
C -2.82 -3.56 1.06
C -3.89 -4.06 0.34
C -3.89 -3.97 -1.04
C -2.79 -3.38 -1.64
N -1.75 -2.89 -0.97
H 4.48 -0.66 0.67
H 3.71 -1.33 2.07
H 0.92 -3.59 3.07
H 0.67 -3.32 5.52
H -1.07 -1.80 6.42
H -2.56 -0.58 4.87
H -2.31 -0.87 2.43
H -2.80 -3.63 2.13
H -4.72 -4.53 0.86
H -4.70 -4.35 -1.64
H -2.73 -3.29 -2.72
S -0.26 -1.82 -4.64
C 1.15 -0.90 -4.66
N 1.06 0.46 -4.55
C 2.11 1.32 -4.49
C 3.38 0.83 -4.56
C 3.55 -0.56 -4.69
C 2.47 -1.40 -4.74
H 0.12 0.82 -4.47
H 1.87 2.37 -4.38
H 4.22 1.51 -4.50
H 4.55 -0.97 -4.73
H 2.59 -2.47 -4.82
C -0.49 2.20 4.31
C 0.16 2.46 2.98
C 1.20 1.68 2.51
C 1.78 1.91 1.27
C 1.32 2.94 0.46
N 1.96 3.12 -0.79
C 1.51 3.71 -1.93
O 2.27 4.13 -2.79
N 0.13 3.77 -2.08
C -0.74 2.69 -1.83
C -2.11 2.89 -1.72
C -2.93 1.80 -1.48
C -2.36 0.55 -1.34
N -1.05 0.34 -1.45
C -0.26 1.39 -1.68
C 0.28 3.74 0.92
C -0.29 3.50 2.16
H 0.07 1.47 4.88
H -1.50 1.80 4.18
H -0.57 3.12 4.90
H 1.56 0.85 3.12
H 2.56 1.26 0.91
H 2.93 2.84 -0.84
H -0.13 4.38 -2.85
H -2.52 3.89 -1.83
H -4.00 1.93 -1.39
H -2.97 -0.33 -1.16
H 0.80 1.16 -1.74
H -0.08 4.57 0.32
H -1.09 4.14 2.50
```

Results
total charge: 0
LUMO level: 0.27 eV
F_max: 0.56 eV Å⁻¹
orbital gap: 7.49 eV
spin multiplicity: 1
DFT total energy: -2670.8053 Eh


7.
C34H38HfN5O4S as an isolated structure, computed with ωB97M-V/def2-TZVPD.

```
83
C34H38HfN5O4S ωB97M-V/def2-TZVPD
Hf 0.47 0.43 -0.63
C -2.94 0.33 -1.61
N -1.52 0.50 -1.89
C -1.22 0.74 -3.13
C 0.12 0.91 -3.58
C 0.58 1.10 -4.88
C 1.97 1.19 -4.79
C 2.29 1.06 -3.44
N 1.18 0.89 -2.70
C -3.60 1.48 -0.88
C -3.02 2.11 0.22
C -3.69 3.13 0.89
C -4.95 3.53 0.47
C -5.54 2.92 -0.62
C -4.86 1.90 -1.29
H -3.05 -0.58 -1.01
H -3.49 0.18 -2.54
H -2.00 0.77 -3.89
H -0.03 1.16 -5.77
H 2.68 1.33 -5.60
H 3.26 1.10 -2.97
H -2.04 1.81 0.54
H -3.22 3.60 1.75
H -5.47 4.32 1.00
H -6.52 3.23 -0.96
H -5.33 1.43 -2.15
N 2.12 2.99 2.55
C 1.58 2.53 1.40
O 2.05 1.52 0.85
C 0.48 3.36 0.78
C 0.18 2.85 -0.63
H 2.71 2.34 3.05
H 1.56 3.60 3.11
H 0.81 4.41 0.84
H -0.39 3.27 1.44
H 0.95 3.27 -1.30
H -0.77 3.27 -0.97
O -1.89 0.76 5.08
C -2.68 0.14 4.18
C -3.96 -0.25 4.58
C -4.79 -0.89 3.68
C -4.38 -1.15 2.38
C -3.11 -0.76 1.99
C -2.26 -0.10 2.87
C -0.91 0.37 2.41
O -0.18 0.99 3.21
O -0.57 0.10 1.21
H -1.07 0.99 4.59
H -4.27 -0.05 5.60
H -5.79 -1.18 4.00
H -5.03 -1.66 1.68
H -2.76 -0.96 0.99
N 2.40 -1.18 2.56
C 3.47 -1.14 1.71
N 3.37 -1.07 0.44
C 4.61 -1.24 -0.16
C 4.82 -1.27 -1.53
C 6.11 -1.43 -2.00
C 7.19 -1.57 -1.12
C 6.99 -1.56 0.25
C 5.69 -1.41 0.72
S 5.10 -1.40 2.36
H 1.53 -0.92 2.13
H 2.53 -0.79 3.49
H 3.97 -1.17 -2.20
H 6.29 -1.46 -3.07
H 8.19 -1.70 -1.51
H 7.82 -1.67 0.93
C -0.28 -3.13 0.59
C 0.19 -2.99 -0.86
C 1.38 -3.94 -1.07
C -0.95 -3.44 -1.79
C 0.62 -1.57 -1.21
H -0.77 -4.09 0.76
H -0.98 -2.34 0.84
H 0.57 -3.07 1.28
H 1.17 -4.95 -0.69
H 2.26 -3.56 -0.55
H 1.63 -4.02 -2.13
H -1.32 -4.44 -1.53
H -0.62 -3.45 -2.83
H -1.79 -2.73 -1.71
H 1.10 -1.62 -2.20
```

Results
total charge: -1
LUMO level: 2.34 eV
F_max: 0.80 eV Å⁻¹
orbital gap: 4.74 eV
spin multiplicity: 1
DFT total energy: -2339.5141 Eh


8.
A 8-piece molecular cluster, C29H58O13 overall in a non-equilibrium geometry, computed with ωB97M-V/def2-TZVPD.

```
100
C29H58O13 ωB97M-V/def2-TZVPD
C 1.97 -3.02 -1.23
C 2.17 -4.24 -2.09
O 1.02 -4.32 -2.97
C 1.12 -5.02 -4.13
C 0.00 -4.69 -5.08
O 1.95 -5.80 -4.44
H 1.27 -3.50 -0.55
H 1.79 -2.16 -1.89
H 2.99 -2.92 -0.62
H 3.07 -4.16 -2.54
H 2.28 -5.15 -1.55
H -0.89 -4.49 -4.72
H -0.08 -5.57 -5.69
H 0.22 -3.85 -5.75
C 2.47 -4.99 2.14
C 2.24 -5.25 3.73
O 1.51 -4.19 4.26
C 1.26 -4.24 5.55
C 0.44 -3.09 6.02
O 1.66 -5.14 6.27
H 3.38 -5.43 1.79
H 2.62 -3.92 1.80
H 1.70 -5.42 1.57
H 1.74 -6.19 3.47
H 3.11 -5.34 4.23
H -0.43 -3.01 5.33
H 0.97 -2.26 6.16
H -0.12 -3.24 6.94
C -5.69 1.46 -0.30
C -4.75 1.08 0.88
O -3.75 2.01 0.99
C -2.80 1.84 2.02
C -1.55 2.71 1.79
O -2.72 0.95 2.85
H -6.28 0.72 -0.64
H -5.06 1.81 -1.23
H -6.18 2.34 0.09
H -5.30 1.05 1.86
H -4.29 0.00 0.97
H -1.44 2.80 0.77
H -0.73 2.15 2.28
H -1.62 3.57 2.61
C 2.24 3.53 3.12
C 2.57 2.14 3.70
O 1.41 1.81 4.63
C 1.47 0.77 5.31
C 0.15 0.56 6.01
O 2.39 -0.05 5.39
H 1.59 3.32 2.34
H 3.03 3.87 2.41
H 1.92 4.23 3.68
H 2.60 1.27 3.16
H 3.36 2.28 4.25
H 0.45 0.02 6.94
H -0.59 -0.07 5.59
H -0.34 1.55 6.49
C -2.57 4.99 -1.57
C -1.53 5.62 -0.46
O -0.23 5.17 -0.82
C 0.82 5.22 0.07
C 2.14 4.52 -0.51
O 0.76 5.82 1.08
H -2.80 4.02 -1.74
H -2.18 5.34 -2.75
H -3.42 5.45 -1.66
H -1.60 6.56 -0.62
H -1.92 5.40 0.36
H 2.34 4.77 -1.49
H 2.02 3.33 -0.68
H 3.03 4.80 0.17
C -0.98 -0.53 -0.17
C 0.38 -0.21 0.58
C 0.89 -1.08 1.74
O 1.01 0.85 0.25
H -1.78 -0.62 0.57
H -0.64 -1.42 -0.95
H -1.21 0.39 -0.65
H 1.78 -0.69 2.30
H 0.88 -2.14 1.47
H 0.18 -1.17 2.48
C -2.28 -0.86 -3.59
C -2.05 -0.95 -5.15
C -3.02 0.00 -5.82
O -1.26 -1.77 -5.83
H -1.83 0.11 -3.36
H -1.71 -1.72 -3.27
H -3.29 -0.73 -3.20
H -2.92 -0.10 -6.96
H -2.99 0.99 -5.33
H -4.11 -0.15 -5.83
C 1.79 1.31 -5.49
C 2.38 0.79 -4.23
C 1.73 1.23 -3.04
O 3.35 -0.05 -4.28
H 2.01 0.43 -6.21
H 2.47 2.32 -5.75
H 0.57 1.40 -5.52
H 1.91 2.24 -2.93
H 1.73 0.64 -2.06
H 0.60 1.38 -3.10
```

Results
total charge: 0
LUMO level: -0.01 eV
F_max: 9.82 eV Å⁻¹
orbital gap: 9.82 eV
spin multiplicity: 1
DFT total energy: -2117.4969 Eh
SMILES: CCOC(C)=O.CCOC(C)=O.CCOC(C)=O.CCOC(C)=O.CCOC(C)=O.CC(C)=O.CC(C)=O.CC(C)=O